Formula: C20H60O10S10Y
Source: OMol25
Level of theory: the ωB97M-V functional and the def2-TZVPD basis

Geometry as XYZ:
```
101
Properties=species:S:1:pos:R:3:forces:R:3:lowdin_charge:R:1
Y 3.7523 -11.6388 -3.3884 -0.80 1.04 -0.09 1.33
C 4.5307 -7.3953 -0.9452 -1.22 0.70 -1.09 -0.19
S 4.5708 -7.8956 -2.7438 0.72 -0.55 0.16 0.91
O 4.0479 -9.3232 -2.7815 -0.20 2.14 0.21 -0.64
C 3.2486 -6.7890 -3.3816 -0.48 -0.62 0.73 -0.20
H 4.3793 -6.3164 -0.9106 0.19 0.12 -0.14 0.06
H 5.3960 -7.6147 -0.3198 -0.05 -0.55 -0.52 0.05
H 3.5792 -7.8142 -0.6177 0.27 -0.31 0.42 0.04
H 3.0869 -6.7325 -4.4581 0.95 -0.25 -0.05 0.03
H 3.3736 -5.7808 -2.9868 -0.09 -0.15 0.12 0.07
H 2.3555 -7.3040 -3.0278 -0.30 0.41 0.43 0.04
C 6.7606 -8.8014 -5.4983 0.42 -0.27 0.81 -0.21
S 6.9825 -10.5128 -4.8915 -0.85 0.61 -0.69 0.94
O 5.6530 -10.9774 -4.3267 2.26 0.55 -1.85 -0.64
C 7.2835 -11.1967 -6.5324 0.10 -0.64 0.43 -0.24
H 5.8118 -8.5830 -5.9886 -0.13 -0.33 0.42 0.03
H 7.5418 -8.5338 -6.2098 0.27 -0.17 0.29 0.07
H 6.9050 -8.2916 -4.5458 -0.32 0.77 -0.43 0.02
H 8.1643 -10.6982 -6.9372 -0.02 0.08 0.11 0.08
H 6.4393 -11.1035 -7.2156 0.01 0.00 0.20 0.04
H 7.5589 -12.2341 -6.3425 -0.13 -0.10 -0.41 0.03
C -1.3870 -10.9239 -6.2549 -0.77 -0.63 -1.98 -0.22
S 0.1898 -11.8400 -6.5293 0.02 0.36 3.73 0.88
O 0.7467 -11.9866 -5.0878 -0.77 0.18 -2.22 -0.59
C -0.3488 -13.4860 -6.9634 -0.43 0.23 -0.56 -0.25
H -2.0518 -11.1545 -7.0874 0.05 -0.43 -0.49 0.06
H -1.2905 -9.8574 -6.4582 0.54 0.03 0.83 0.05
H -2.0311 -11.2142 -5.4249 0.85 0.09 0.56 0.07
H -0.6989 -13.3489 -7.9865 -0.20 -0.53 -0.13 0.07
H -1.1171 -13.9269 -6.3282 -0.05 0.34 0.05 0.07
H 0.5306 -14.1299 -6.9524 -0.07 0.24 -0.06 0.01
C 1.7208 -13.4805 0.5556 0.65 0.52 0.04 -0.19
S 3.3048 -12.5991 0.0798 -0.82 1.17 -0.22 0.95
O 3.1591 -12.1086 -1.3450 -0.51 -0.88 2.82 -0.68
C 3.0967 -11.0300 1.0952 -1.06 -1.24 -0.16 -0.17
H 1.8186 -14.5290 0.2741 0.18 0.11 -0.02 0.05
H 0.8186 -13.0660 0.1058 0.31 0.32 -0.22 0.05
H 1.6267 -13.3976 1.6384 0.13 -0.11 0.04 0.06
H 3.0420 -11.3318 2.1411 0.45 0.09 0.07 0.06
H 2.0979 -10.6630 0.8589 0.12 0.08 -0.22 0.03
H 3.8349 -10.2561 0.8851 0.19 -0.48 -0.09 0.04
C 1.4574 -8.5077 -6.2480 -1.10 0.54 0.64 -0.24
S 3.1836 -9.0909 -6.0398 -1.42 -1.69 0.03 0.93
O 3.1301 -10.3659 -5.1938 -0.29 2.35 -1.91 -0.64
C 3.3861 -9.6204 -7.7852 0.17 -0.48 0.74 -0.20
H 0.8600 -8.8326 -7.0998 0.67 -0.47 -0.28 0.05
H 1.3267 -7.4256 -6.2328 0.86 0.28 -0.28 0.06
H 0.8441 -8.7506 -5.3802 0.48 -0.62 0.34 0.02
H 2.8273 -8.9101 -8.3947 0.76 0.15 -0.24 0.07
H 3.0032 -10.6197 -7.9923 -0.62 0.05 0.55 0.04
H 4.4584 -9.7685 -7.9126 0.02 0.78 -0.52 0.04
C 8.0028 -10.1561 -1.3418 0.06 -0.96 0.05 -0.20
S 6.3684 -10.6512 -0.6354 -0.34 -0.39 -1.37 0.91
O 5.5036 -11.1846 -1.7841 2.29 0.44 2.22 -0.65
C 6.9150 -12.1157 0.3330 0.26 0.73 -0.25 -0.21
H 8.5138 -11.0902 -1.5748 0.21 -0.02 0.18 0.04
H 8.5763 -9.5854 -0.6114 -0.15 -0.08 0.10 0.07
H 7.9894 -9.6272 -2.2948 -0.74 0.26 0.26 0.03
H 7.4032 -12.8606 -0.2953 -0.42 -0.01 -0.19 0.04
H 6.0129 -12.4590 0.8394 0.19 -0.24 -0.13 0.02
H 7.6657 -11.8313 1.0703 -0.16 0.35 0.11 0.07
C 3.0781 -13.8640 -7.8490 -0.49 0.31 0.96 -0.20
S 4.3203 -12.9633 -6.7871 -0.59 -1.09 1.72 0.96
O 3.7515 -12.7842 -5.3436 0.98 -1.76 -4.03 -0.64
C 5.4611 -14.4642 -6.7729 -0.93 0.89 -0.20 -0.19
H 3.4900 -14.2131 -8.7959 0.36 0.02 0.28 0.08
H 2.1911 -13.2757 -8.0839 0.38 0.55 0.09 0.03
H 2.7025 -14.6713 -7.2202 0.31 -0.30 -0.16 0.04
H 6.4147 -14.1806 -6.3274 -0.12 -0.11 -0.22 0.02
H 5.5129 -14.7323 -7.8282 0.54 0.10 0.04 0.06
H 5.0077 -15.3116 -6.2588 -0.13 0.29 0.23 0.05
C -0.0509 -14.6870 -3.0166 0.64 -0.30 -0.77 -0.19
S 1.7877 -14.8572 -3.0375 -0.15 1.31 0.60 0.93
O 2.3871 -13.4896 -3.3068 -1.50 -2.09 -0.09 -0.64
C 1.8591 -15.8201 -4.5447 -0.50 0.11 -0.30 -0.23
H -0.3397 -14.1986 -3.9473 0.11 0.29 0.10 0.03
H -0.4436 -14.1496 -2.1535 0.36 -0.15 0.00 0.05
H -0.4233 -15.7097 -3.0751 -0.11 -0.01 0.38 0.06
H 1.3632 -15.2229 -5.3098 0.41 0.06 -0.18 0.03
H 1.2639 -16.7280 -4.4468 0.13 -0.08 0.33 0.07
H 2.8908 -16.0906 -4.7695 -0.09 0.24 -0.03 0.06
C 6.1599 -15.3267 -1.6585 0.24 0.72 0.40 -0.19
S 5.9490 -14.5509 -3.3436 1.08 -0.41 1.81 0.96
O 5.0314 -13.3998 -3.1018 1.07 -1.37 0.16 -0.65
C 7.6703 -13.8587 -3.3559 -0.49 0.16 -0.35 -0.19
H 5.5403 -16.1716 -1.3579 0.04 -0.16 -0.81 0.06
H 5.9251 -14.5556 -0.9248 -0.30 0.43 -0.33 0.03
H 7.2186 -15.4997 -1.4654 -0.06 -0.55 -0.38 0.06
H 7.8411 -13.1542 -2.5419 -0.42 -0.06 0.05 0.04
H 7.7368 -13.3160 -4.2988 0.14 -0.02 0.02 0.02
H 8.4501 -14.6190 -3.3127 -0.31 -0.26 -0.16 0.08
C 0.5489 -9.1378 -0.9466 0.21 0.10 -1.59 -0.17
S 0.5295 -9.8205 -2.7474 -0.27 -0.67 2.15 0.93
O 1.7060 -10.7306 -2.8459 -0.80 0.51 0.14 -0.65
C -0.9057 -10.9401 -2.4160 0.89 0.31 0.12 -0.20
H -0.1538 -8.3045 -0.9490 -0.21 -0.19 0.23 0.06
H 1.5402 -8.7244 -0.7611 0.03 -0.15 -0.19 0.02
H 0.3223 -9.9169 -0.2187 -0.16 0.09 -0.27 0.04
H -0.7866 -11.3840 -1.4276 0.09 0.19 0.05 0.04
H -0.7983 -11.7506 -3.1369 -0.37 0.37 -0.35 0.02
H -1.8103 -10.3322 -2.4342 -0.10 -0.29 -0.30 0.07
```
Forces are in eV/Å.

Summary:
Energy relative to the best compared isomer or geometry (same formula, charge and spin), kcal/mol: 49.20
Kohn-Sham gap, eV: 9.898
E_LUMO, eV: -5.63
Energy, eV: -151558.360
Total charge: +3